Entry 1:
Molecular formula: H2P2S
Method: DFT, ωB97M-V with the def2-TZVPD basis set

Structure (XYZ):
```
5
Properties=species:S:1:pos:R:3:forces:R:3:mulliken_charge:R:1
P 0.6431 -1.0639 0.2630 1.26 1.20 0.60 -0.158
P -1.2370 0.0804 0.6197 -0.38 -1.27 0.48 0.176
S -0.9136 1.8789 0.2424 0.18 1.60 -0.21 -0.197
H 1.4250 0.1326 -0.1487 -0.55 -0.99 0.60 0.095
H 0.0826 -1.0281 -0.9764 -0.51 -0.54 -1.47 0.085
```
Positions in Å, forces in eV/Å.

2S+1   1
ΔE to the lowest compared entry with this formula, charge and spin   2.7 kcal per mole
Gap between HOMO and LUMO   7.2 eV
E_tot   -29444.12123 eV


Entry 2:
Molecular formula: H2P4S3
Method: DFT, ωB97M-V with the def2-TZVPD basis set

Structure (XYZ):
```
9
Properties=species:S:1:pos:R:3:forces:R:3:mulliken_charge:R:1
P 0.4664 0.0980 -0.6324 -0.16 1.35 -1.41 -0.007
P -0.0686 -0.5171 2.5765 -0.51 -0.12 0.65 0.010
P -0.2775 1.2251 1.2559 0.04 -0.01 -1.04 0.074
P -3.4913 -0.2764 1.6060 0.87 0.83 -0.78 0.190
S -0.9959 -0.8114 -1.6341 0.60 0.21 0.58 -0.198
S -2.0579 -1.2609 2.6831 -0.27 -0.51 1.00 -0.132
S -2.3288 1.4184 0.9531 -0.59 -0.06 0.37 -0.153
H 0.9456 1.2433 -1.5611 -0.60 -1.35 1.34 0.119
H 0.1897 -1.4610 1.6036 0.63 -0.33 -0.71 0.098
```
Positions in Å, forces in eV/Å.

2S+1   1
ΔE to the lowest compared entry with this formula, charge and spin   54.2 kcal per mole
Gap between HOMO and LUMO (spin up / spin down)   5.1 / 7.4 eV
E_tot   -69692.61981 eV


Entry 3:
Molecular formula: H30K2O19P
Method: DFT, ωB97M-V with the def2-TZVPD basis set

Structure (XYZ):
```
52
Properties=species:S:1:pos:R:3:forces:R:3:mulliken_charge:R:1
K -11.9607 4.3639 2.1050 -0.07 0.08 -0.01 1.121
K -11.6675 4.5670 7.7321 -0.83 -0.33 -0.35 1.096
P -13.7086 3.3256 5.0788 -0.58 0.88 1.74 -1.546
O -14.8355 4.2961 4.7333 -0.56 0.87 -1.72 0.892
O -13.9191 1.9848 4.3775 1.95 1.20 0.27 0.532
O -13.8964 3.1998 6.6384 1.94 -0.02 -1.87 -0.804
O -12.3114 4.0050 4.7346 -0.95 -1.44 0.45 -1.146
O -14.9209 5.4918 7.4659 0.17 0.93 0.97 -0.736
H -14.6160 4.6909 7.0396 0.11 -0.70 -0.17 0.496
H -15.4146 5.9520 6.7871 0.02 0.35 0.17 0.521
O -13.4656 -0.1990 3.0084 0.64 -0.75 -1.01 -0.690
H -13.1216 -0.8019 3.6674 -0.05 -0.08 0.26 0.315
H -13.6676 0.5996 3.4959 -0.28 0.11 0.69 0.443
O -13.2581 6.6388 4.8140 0.69 0.96 -0.27 -0.693
H -13.2732 5.6929 4.6683 0.00 -0.54 0.09 0.216
H -14.1588 6.9206 4.6540 -0.19 0.21 0.18 0.345
O -16.1487 1.0482 4.1585 -1.78 -0.71 -0.52 -0.748
H -15.3543 1.5570 4.3206 0.27 0.31 -0.15 0.093
H -16.6902 1.1953 4.9340 -0.19 -0.02 0.30 0.443
O -9.9192 2.7784 6.1449 0.26 0.25 0.72 -0.694
H -9.0346 2.9239 5.8094 0.23 -0.05 -0.11 0.308
H -10.4936 3.0063 5.4139 -0.51 0.00 -0.47 0.216
O -13.7937 2.4577 1.7046 0.76 0.00 -1.14 -0.696
H -14.4414 3.1625 1.7018 -0.47 0.06 -0.17 0.528
H -13.8136 2.1171 2.5990 -0.34 -0.19 0.66 0.027
O -17.6071 4.0808 4.8147 -0.99 0.54 -0.16 -0.702
H -16.6984 4.1113 4.5155 1.14 -0.33 -0.04 0.212
H -18.0962 4.5597 4.1456 -0.30 -0.09 -0.15 0.314
O -16.1293 6.8301 5.2783 -0.20 0.91 -0.19 -0.779
H -17.0731 6.7202 5.3940 -0.25 -0.09 0.07 0.300
H -15.8046 5.9470 5.1028 0.33 -1.08 -0.29 0.316
O -11.0953 1.9193 3.1717 0.99 0.31 -0.49 -0.761
H -11.6094 2.3819 3.8334 -0.55 0.09 0.49 0.075
H -11.7336 1.3783 2.7068 -0.37 -0.63 -0.09 0.498
O -14.9206 4.8160 2.0271 0.08 0.74 -1.25 -0.729
H -15.0041 4.6602 2.9679 0.07 -0.40 1.74 0.138
H -15.3391 5.6653 1.8865 -0.13 0.17 -0.16 0.291
O -16.5481 2.7526 6.9102 -0.85 -0.57 0.35 -0.738
H -17.1264 3.1234 6.2437 -0.30 0.13 0.04 0.449
H -15.6696 3.0225 6.6428 0.50 -0.03 0.07 0.279
O -14.4716 0.2396 6.4883 -0.39 -0.86 0.36 -0.715
H -13.5746 0.3466 6.8047 0.18 -0.16 0.15 0.435
H -14.5334 0.8302 5.7376 0.00 -0.08 -0.13 0.169
O -12.1301 1.3906 7.3147 1.26 -0.60 0.77 -0.795
H -12.8046 1.9439 6.9208 -0.99 0.80 0.01 0.132
H -11.3035 1.7847 7.0361 0.44 -0.37 -0.24 0.548
O -14.6091 2.5245 9.0279 0.23 -0.09 1.52 -0.766
H -15.4568 2.1171 8.8502 -0.20 -0.01 -0.27 0.319
H -14.3268 2.8704 8.1812 -0.10 -0.16 -0.38 0.444
O -10.1276 5.2036 4.1608 1.44 0.53 -0.59 -0.668
H -10.1106 5.9165 4.7993 -0.10 0.28 -0.06 0.293
H -10.8330 4.6300 4.4601 -1.16 -0.32 0.38 0.603
```
Positions in Å, forces in eV/Å.

2S+1   1
ΔE to the lowest compared entry with this formula, charge and spin   0.0 kcal per mole
Gap between HOMO and LUMO   7.7 eV
Total charge   -1
E_tot   -81339.66649 eV


Entry 4:
Molecular formula: H30KrO15
Method: DFT, ωB97M-V with the def2-TZVPD basis set

Structure (XYZ):
```
46
Properties=species:S:1:pos:R:3:forces:R:3:mulliken_charge:R:1
Kr 0.3258 -0.0395 0.0021 0.00 -0.06 0.20 0.045
O -0.4898 3.0447 -2.2506 -0.39 0.71 0.14 -0.639
H -0.0961 2.1944 -2.4462 0.07 -0.63 -0.02 0.375
H 0.2066 3.6776 -2.4258 0.17 0.21 -0.05 0.332
O -1.2668 1.0736 2.8756 -0.39 -0.39 0.54 -0.596
H -1.9942 1.6558 2.6559 -0.30 -0.03 -0.28 0.289
H -0.4848 1.6146 2.7659 0.33 0.02 -0.28 0.391
O 2.6768 -2.7641 -1.6990 -0.29 0.01 -0.89 -0.628
H 2.8840 -2.3466 -0.8629 0.03 0.06 0.94 0.344
H 3.4404 -3.3083 -1.8913 0.07 -0.17 -0.04 0.275
O -3.0706 -2.8217 1.3124 0.07 -0.14 0.60 -0.636
H -4.0235 -2.8020 1.2234 -0.18 -0.05 0.09 0.264
H -2.7442 -2.5155 0.4662 0.10 0.08 -0.48 0.355
O 0.3366 -3.3561 1.4849 0.23 0.14 0.03 -0.602
H 0.2032 -4.2357 1.1317 0.05 -0.24 -0.04 0.292
H -0.4693 -2.8864 1.2701 -0.38 0.21 0.15 0.296
O -0.1921 3.9469 0.3848 0.16 0.29 0.67 -0.613
H 0.0169 4.8547 0.1651 0.14 0.21 0.05 0.255
H -0.7019 3.6307 -0.3611 -0.20 -0.53 -0.59 0.361
O 3.0030 -2.5450 1.0351 0.57 0.10 -0.24 -0.634
H 2.1779 -2.4057 1.4998 -0.68 -0.21 0.09 0.299
H 3.6294 -1.9760 1.4824 0.23 0.23 0.16 0.318
O -2.5565 -2.3705 -1.3659 -0.13 0.32 -0.14 -0.570
H -3.4375 -2.2152 -1.7066 -0.45 -0.10 0.02 0.322
H -2.1310 -2.9057 -2.0358 0.56 -0.20 -0.20 0.258
O -2.6299 0.4796 -2.2066 -0.56 0.29 -0.26 -0.701
H -2.5639 -0.4738 -2.2617 0.24 -0.32 0.20 0.390
H -1.7221 0.7824 -2.1893 0.32 0.18 -0.18 0.274
O 3.2687 3.1023 0.7328 0.32 0.20 -0.58 -0.628
H 3.6302 3.6525 1.4277 0.12 0.05 0.16 0.283
H 2.5824 2.5924 1.1631 -0.05 -0.25 0.31 0.395
O 2.8307 0.4329 3.6227 0.35 -0.15 0.03 -0.610
H 2.1057 1.0228 3.4162 -0.28 0.18 -0.35 0.334
H 2.5341 -0.0515 4.3931 -0.05 -0.17 0.19 0.318
O 0.0476 -2.3695 -2.7399 -0.93 0.34 -0.39 -0.600
H 0.4736 -2.7038 -3.5292 0.22 -0.18 -0.14 0.257
H 0.6921 -2.5024 -2.0447 0.70 -0.15 0.37 0.356
O -3.2119 1.1181 0.3851 -0.16 0.38 0.83 -0.553
H -3.1142 1.0409 -0.5639 0.11 -0.16 -0.68 0.411
H -3.8374 0.4322 0.6186 -0.06 -0.14 0.17 0.226
O 1.0197 2.4264 2.2940 0.60 -0.55 0.89 -0.789
H 0.7607 2.9175 1.5144 -0.72 0.60 -0.90 0.341
H 0.9100 3.0459 3.0154 0.08 0.36 0.22 0.287
O 0.1241 0.5530 -3.0536 0.19 0.44 -0.37 -0.634
H 0.0147 -0.3977 -3.0362 -0.04 -0.91 0.29 0.269
H 0.8430 0.7006 -3.6682 0.20 0.07 -0.21 0.222
```
Positions in Å, forces in eV/Å.

2S+1   1
ΔE to the lowest compared entry with this formula, charge and spin   18.1 kcal per mole
Gap between HOMO and LUMO   10.1 eV
E_tot   -106130.35945 eV


Q: What is the formula in the third record?
A: H30K2O19P


Q: Look up the 2S+1 of the first one.
A: 1


Q: Look up the 2S+1 of the third one.
A: 1